1.
Density functional theory data (ωB97M-V with the def2-TZVPD basis set) for C10H29NO12Sn as an isolated structure at a distorted geometry.

```
53
Properties=species:S:1:pos:R:3:lowdin_charge:R:1
Sn 4.8151 -0.3649 -0.9086 1.23
O 0.1997 0.6338 -2.6698 0.02
O 2.2335 0.2927 1.4541 -0.14
O 3.4991 -2.9953 -0.4830 -0.21
O 2.0477 -2.6244 2.1045 -0.08
O 0.5086 0.1592 -0.6110 -0.05
O 2.1869 0.1384 -2.0112 -0.17
O 0.5767 -3.2739 -4.2651 -0.08
O 2.3442 2.9938 2.0565 -0.07
O -3.0711 0.1098 0.6011 -0.07
O -2.0925 1.7385 -1.6011 -0.10
O -0.4266 1.3902 1.6464 -0.10
O -4.3376 3.1816 -0.8440 -0.06
N 0.9681 0.2537 -1.7811 -0.53
C 2.3411 -3.7339 -0.0489 -0.18
C -3.0866 3.8538 -0.8905 -0.24
C 2.2761 0.6966 2.8041 -0.26
C -2.0402 3.1621 -1.7867 -0.21
C 1.4053 -2.9161 0.8601 -0.22
C -2.4159 -0.0299 1.8680 -0.23
C -1.6321 1.1521 2.3750 -0.21
C -1.6012 -2.3786 -3.4282 -0.09
C 2.9707 2.0575 2.9358 -0.23
C -0.2125 -2.9092 -3.2207 -0.45
H -2.7489 3.8617 0.1516 0.11
H 4.0222 1.9569 2.6732 0.11
H 2.8083 2.3363 3.9817 0.11
H -2.1663 -2.0646 -2.5491 0.07
H 3.8934 -3.4849 -1.2116 0.08
H 1.7454 -3.8927 -0.9485 0.11
H 1.3165 0.7348 3.3177 0.11
H -1.3997 0.9239 3.4164 0.12
H 1.4171 2.7265 1.9883 0.06
H 0.3781 -3.2349 1.0567 0.13
H 1.4432 -2.1674 2.6926 0.08
H -2.2658 2.0415 2.3805 0.12
H -1.0832 3.6695 -1.6499 0.12
H -2.2916 -3.1429 -3.7994 0.07
H -1.2540 1.4039 -1.9713 0.04
H -3.1715 4.8775 -1.2524 0.12
H -1.5402 -1.5915 -4.1818 0.08
H -0.3249 -3.6568 -2.4073 0.12
H -0.5214 1.3556 0.6820 0.06
H -3.3080 -0.1307 2.4934 0.12
H -4.1141 2.2443 -0.7802 0.06
H 0.4289 -2.2420 -2.6069 0.11
H 2.6270 -4.6435 0.4753 0.13
H -2.6547 0.7149 -0.0285 0.03
H 1.1978 -1.9282 0.4287 0.09
H -1.9016 -0.9891 1.9613 0.11
H -2.3327 3.3066 -2.8302 0.12
H 1.3587 0.3989 1.0585 0.02
H 2.9855 0.0289 3.3039 0.12
```

E_LUMO   -4.38 eV
Frontier orbital gap   2.39 eV
HOMO level   -6.771 eV

=====

2.
Density functional theory data (ωB97M-V with the def2-TZVPD basis set) for a 9-piece molecular cluster, C31H58Cl2INO25 overall.

```
118
Properties=species:S:1:pos:R:3:lowdin_charge:R:1
I -4.8099 -1.4022 2.0568 0.95
Cl -0.0339 -1.4643 -0.5209 0.70
Cl -1.4264 -4.6311 -1.2163 0.79
O 7.4340 -0.9968 1.6267 0.00
O 4.6411 -7.2913 4.8291 0.01
O -8.2928 6.8681 -4.2684 0.13
O 13.9988 -0.9920 2.3999 0.12
O -4.7684 9.5693 -0.1557 0.01
O -6.0596 3.2230 1.9031 0.11
O -0.2930 -2.0578 -5.2539 0.01
O 6.8142 -3.1660 1.7198 0.13
O 4.0200 -5.4336 3.7120 0.11
O 0.5359 -4.1005 -4.7627 0.12
O 2.6524 -7.2083 3.9856 0.01
O -1.8966 -5.5762 1.6734 0.11
O -4.0633 11.2598 0.9899 0.00
O -4.4080 3.4318 3.4287 0.01
O -7.2937 6.0507 -2.4114 -0.01
O 13.5324 -2.2330 0.5715 0.00
O -6.8984 -1.5030 -3.4279 0.01
O -5.4711 -2.3190 -1.8816 0.09
O -2.7528 10.4536 -0.6627 0.12
O -4.6794 5.0087 1.9764 0.01
O 12.0763 -0.7814 1.2339 0.00
O 5.9606 -1.5866 3.0920 0.01
O -7.2330 8.1759 -2.7602 -0.03
O -5.8940 -3.3750 -3.8328 0.01
O 1.0624 -2.9888 -6.6561 0.00
N -2.6428 -3.4935 2.3194 0.05
C 11.6663 0.2357 2.1536 -0.03
C -0.2540 -2.8906 0.5532 -0.64
C 1.6500 -6.5141 3.2314 -0.03
C -4.5741 8.6066 -1.1979 -0.04
C -1.0063 -2.0927 -4.0114 -0.05
C -1.5747 -3.6010 0.2082 -0.75
C -7.1402 -0.3866 -2.5631 -0.03
C -6.0351 -2.3928 -2.9454 -0.62
C 6.7401 -2.0297 2.1103 -0.62
C -3.7622 10.4290 -0.0072 -0.62
C 8.3238 -1.3346 0.5581 -0.04
C -4.9963 -4.4043 -3.4020 -0.03
C 2.3020 -3.1392 0.8152 -0.09
C -3.0565 12.2417 1.2621 -0.04
C -7.5607 9.3286 -3.5465 -0.02
C 1.8955 -4.0921 -7.0294 -0.04
C -5.1390 3.8298 2.3896 -0.62
C -5.3877 5.5543 0.8576 -0.03
C -2.9502 -2.2745 1.5558 -0.78
C 3.7912 -6.5387 4.1370 -0.61
C 0.4437 -3.1417 -5.4856 -0.62
C 13.2746 -1.3050 1.4912 -0.63
C 5.1420 -2.5972 3.6976 -0.03
C -4.8043 2.1672 3.9725 -0.05
C -7.7015 4.7329 -2.8025 -0.03
C 14.7994 -2.8830 0.7299 -0.04
C -7.6705 7.0176 -3.2514 -0.62
C -2.0079 -4.4030 1.4554 -0.49
C 0.9571 -3.8093 0.5252 -0.27
C 5.9179 -6.6802 5.0560 -0.03
C -2.8080 -2.6886 0.1017 -0.25
H 12.3577 1.0758 2.1422 0.10
H 14.8495 -3.3907 1.6910 0.10
H -2.1217 11.7613 1.5437 0.10
H 10.6843 0.5518 1.8151 0.08
H 8.8083 -0.4043 0.2770 0.09
H -1.6918 -2.9386 -3.9892 0.08
H -0.3550 -2.4899 1.5611 0.11
H 0.9774 -4.3658 -0.4076 0.08
H -7.3280 4.0745 -2.0245 0.09
H 11.6007 -0.1625 3.1643 0.10
H -0.3199 -2.1694 -3.1713 0.04
H -8.6400 9.4381 -3.6283 0.10
H -4.0086 -3.9860 -3.2146 0.07
H -3.4462 12.8304 2.0863 0.09
H 0.7968 -7.1833 3.1968 0.10
H -7.2707 4.4731 -3.7674 0.10
H 2.6813 -4.2437 -6.2920 0.10
H 2.3210 -3.8179 -7.9893 0.09
H -3.4350 -3.9443 2.7600 0.12
H 1.3060 -5.0026 -7.1185 0.10
H -6.4332 5.7178 1.1118 0.10
H -5.3199 4.8862 0.0010 0.10
H 14.8573 -3.5989 -0.0836 0.09
H -4.9515 -5.1272 -4.2098 0.10
H 7.7737 -1.7381 -0.2897 0.10
H 4.5734 -2.0864 4.4693 0.10
H -7.1332 10.1700 -3.0101 0.09
H -2.7158 -1.8685 -0.6020 0.10
H -4.9043 6.5004 0.6406 0.08
H 15.6096 -2.1598 0.6620 0.10
H -7.5537 -0.7215 -1.6139 0.10
H 6.4049 -6.4505 4.1102 0.10
H 6.4904 -7.4131 5.6150 0.09
H 4.4684 -3.0496 2.9773 0.06
H 2.2719 -2.0627 0.6533 0.05
H -1.5584 -1.1585 -3.9672 0.10
H -4.4625 9.0997 -2.1620 0.10
H -4.1200 1.9757 4.7931 0.10
H -5.3651 -4.8729 -2.4916 0.10
H -5.8289 2.2131 4.3379 0.10
H 0.7655 -4.5441 1.3137 0.10
H -2.8894 12.8693 0.3889 0.10
H 5.8029 -5.7660 5.6359 0.09
H -6.2172 0.1605 -2.3800 0.10
H -3.6437 -3.3364 -0.1651 0.11
H -7.1264 9.2466 -4.5408 0.10
H -2.2322 -1.4968 1.8009 0.07
H 1.3817 -5.5806 3.7240 0.10
H -7.8546 0.2355 -3.0926 0.09
H 3.0762 -3.5284 0.1588 0.08
H 9.0671 -2.0575 0.8887 0.10
H 2.0103 -6.3045 2.2256 0.09
H 5.7570 -3.3775 4.1387 0.09
H -5.4621 7.9827 -1.2009 0.07
H -4.7252 1.3866 3.2184 0.01
H -8.7864 4.6747 -2.8630 0.10
H 2.6094 -3.3161 1.8440 0.05
H -3.6872 8.0062 -0.9990 0.10
```

E_LUMO   0.22 eV
Frontier orbital gap   10.16 eV
HOMO level   -9.942 eV
SMILES   CC[C@@H](Cl)[C@]1(Cl)C[C@@H](I)NC1=O.COC(=O)OC.COC(=O)OC.COC(=O)OC.COC(=O)OC.COC(=O)OC.COC(=O)OC.COC(=O)OC.COC(=O)OC
Energy relative to the best compared isomer or geometry (same formula, charge and spin)   0.0 kJ/mol

=====

3.
Density functional theory data (ωB97M-V with the def2-TZVPD basis set) for C36H32BF4GdP2 as an isolated structure at a distorted geometry.

```
76
Properties=species:S:1:pos:R:3:lowdin_charge:R:1
Gd -1.5091 0.0511 1.4984 1.70
P 0.0097 -2.4360 -0.1723 1.06
P -0.0541 2.5774 -0.0017 1.07
F -1.2098 0.3568 4.1386 0.10
F -0.0004 -1.5639 4.2287 0.22
F 1.0075 0.4497 4.7902 0.27
F 0.4826 -0.0896 2.3985 -0.35
C -2.1687 4.5775 2.8457 -0.05
C -1.4290 -4.5821 0.9524 -0.05
C -2.4965 2.9562 -1.2437 -0.15
C 4.1113 4.4636 -0.7795 -0.05
C -3.6840 -3.0513 1.5673 -0.08
C -1.4546 -3.2175 0.5888 -0.41
C -1.1214 3.2754 -1.2936 -0.38
C 1.4223 -3.3488 0.5782 -0.36
C 3.0095 5.3158 -0.6609 -0.05
C -3.3532 3.3008 -2.2877 -0.06
C 1.2373 -3.0072 -2.6457 -0.12
C -1.5095 4.3639 -3.4467 -0.03
C -2.6628 -2.4499 0.7948 -0.27
C 3.3094 -4.9248 0.6190 -0.05
C -0.6363 3.9782 -2.4137 -0.05
C -0.9761 -4.3001 -3.7429 -0.06
C 3.7663 -4.3893 1.8312 -0.05
C 1.2413 -3.3741 -4.0026 -0.06
C -0.4688 3.5117 1.4905 -0.41
C -2.8701 4.0425 -3.3778 -0.04
C 0.1354 -4.0382 -4.5532 -0.05
C 1.5581 3.3894 -0.2799 -0.38
C 3.9480 3.0776 -0.6206 -0.05
C 1.8470 -2.9079 1.8447 -0.10
C -0.2251 3.5720 3.8991 -0.05
C -2.5335 -5.1889 1.5773 0.00
C -1.4454 4.2543 4.0037 -0.04
C 2.1494 -4.4156 0.0083 -0.08
C -3.6660 -4.4079 1.8979 -0.03
C -1.6646 4.2310 1.5942 -0.09
C 1.7308 4.7806 -0.4243 -0.08
C 2.6752 2.5439 -0.3850 -0.10
C 0.0981 -3.2171 -1.8258 -0.39
C 0.2443 3.1742 2.6555 -0.11
C -0.9920 -3.8996 -2.3959 -0.08
C 3.0104 -3.3793 2.4501 -0.05
B 0.0525 -0.2231 4.1593 -1.08
H 3.1309 6.3968 -0.7863 0.12
H -0.5518 -5.2122 0.7279 0.13
H 4.8084 2.4103 -0.7188 0.12
H -4.5400 -4.8667 2.3794 0.13
H -4.5408 -2.4098 1.8369 0.12
H -1.8480 -4.8070 -4.1682 0.12
H 3.3234 -2.9669 3.4164 0.12
H 2.0926 -3.1283 -4.6484 0.12
H 0.8676 5.4513 -0.3987 0.12
H 0.3431 3.2929 4.7997 0.13
H 0.6085 0.1815 -3.0292 0.05
H -1.1159 4.9187 -4.3038 0.12
H 3.8529 -5.7503 0.1454 0.12
H 1.2443 -2.1638 2.3615 0.06
H 2.1028 -2.4961 -2.2141 0.11
H -2.2531 4.4173 0.6982 0.10
H -2.5269 -6.2620 1.8022 0.13
H -3.1444 5.0735 2.9163 0.12
H -3.5574 4.3619 -4.1621 0.12
H 2.5044 1.4652 -0.3346 0.09
H 0.4241 4.2344 -2.4891 0.11
H 1.8292 -4.8700 -0.9294 0.11
H 4.6774 -4.7623 2.3077 0.12
H 5.0995 4.8616 -1.0251 0.12
H -2.9200 2.4484 -0.3655 0.08
H -1.8294 4.5067 4.9976 0.12
H -4.4031 3.0014 -2.2457 0.12
H 1.0950 2.4855 2.5936 0.11
H 0.1457 -4.3455 -5.6016 0.12
H -1.8719 -4.1061 -1.7827 0.10
H 0.9677 0.2470 -2.3656 0.02
H -3.0160 -1.6035 0.1193 0.10
```

E_LUMO (alpha / beta)   -7.02 / -9.88 eV
Frontier orbital gap (alpha / beta)   6.72 / 3.55 eV
Multiplicity   8
Charge   +2
HOMO level (alpha / beta)   -13.743 / -13.425 eV

=====

4.
Density functional theory data (ωB97M-V with the def2-TZVPD basis set) for a 2-piece molecular cluster, C3H6NO3 overall at a distorted geometry.

```
13
Properties=species:S:1:pos:R:3:lowdin_charge:R:1
O 3.9974 0.2954 0.2246 0.29
O 2.0337 -0.8521 -0.0315 0.16
O -0.7679 1.7172 -0.2667 0.21
N -0.5886 -0.5741 -0.7139 0.16
C 3.0307 -0.2835 0.0881 -0.40
C -0.5379 0.4993 0.2893 -0.33
C -1.6216 -0.5180 0.3230 0.07
H -1.5998 -1.3105 1.0600 0.16
H 0.1364 -1.2982 -0.6880 0.17
H -0.8376 -0.2848 -1.6629 0.20
H -2.6089 -0.2332 -0.0187 0.15
H -0.9136 2.4126 0.3918 0.02
H 0.2778 0.4298 1.0050 0.14
```

E_LUMO (alpha / beta)   -3.81 / -10.10 eV
Frontier orbital gap (alpha / beta)   4.36 / 7.21 eV
Multiplicity   3
Charge   +1
HOMO level (alpha / beta)   -8.172 / -17.317 eV
Energy relative to the best compared isomer or geometry (same formula, charge and spin)   387.3 kJ/mol